# C23H48BrN3O13S5

A cluster of 6 separate species, C23H48BrN3O13S5 in total (ωB97M-V/def2-TZVPD, the OMol25 dataset).

Its SMILES is NC(N)(N)COC(=O)OBr.O=S1(=O)CCCC1.O=S1(=O)CCCC1.O=S1(=O)CCCC1.O=S1(=O)CCCC1.O=S1(=O)CCCC1. As for the multiplicity: 1. As for the frontier orbital gap: 8.4 eV. Its HOMO energy is -9.331 eV.

```
93
C23H48BrN3O13S5 (ωB97M-V/def2-TZVPD)
N -0.94 3.70 4.90
C -0.12 4.44 3.95
N 0.97 3.60 3.45
N 0.45 5.61 4.61
C -1.04 4.94 2.79
O -2.26 4.19 2.67
C -3.31 4.63 3.38
O -3.43 5.64 3.99
O -4.35 3.74 3.26
Br -3.88 1.98 3.47
H -0.30 3.31 5.59
H -1.37 2.91 4.44
H 1.60 4.12 2.84
H 0.59 2.83 2.91
H 1.45 5.65 4.46
H 0.26 5.59 5.60
H -1.24 6.01 2.90
H -0.53 4.78 1.84
O 3.07 4.36 1.33
S 3.08 4.36 -0.12
O 2.97 5.61 -0.83
C 4.51 3.44 -0.67
C 3.99 2.01 -0.77
C 2.61 2.09 -1.43
C 1.84 3.20 -0.71
H 5.31 3.58 0.04
H 4.79 3.85 -1.65
H 4.68 1.39 -1.35
H 3.90 1.58 0.22
H 2.73 2.35 -2.49
H 2.07 1.15 -1.38
H 1.16 3.75 -1.36
H 1.31 2.82 0.16
O 2.54 -0.08 1.23
S 2.49 -1.25 0.39
O 1.75 -1.22 -0.85
C 4.15 -1.84 0.09
C 4.42 -2.79 1.26
C 3.14 -3.62 1.42
C 1.95 -2.64 1.40
H 4.83 -0.99 0.05
H 4.15 -2.37 -0.85
H 5.28 -3.42 1.05
H 4.62 -2.22 2.17
H 3.05 -4.33 0.60
H 3.14 -4.19 2.35
H 1.06 -3.07 0.94
H 1.72 -2.25 2.38
O -6.70 -1.52 0.50
S -7.19 -0.29 -0.08
O -7.18 -0.11 -1.51
C -8.82 0.04 0.58
C -8.55 0.85 1.85
C -7.44 1.85 1.49
C -6.36 1.08 0.73
H -9.33 -0.90 0.75
H -9.35 0.63 -0.16
H -9.45 1.34 2.21
H -8.20 0.18 2.64
H -7.85 2.64 0.85
H -7.03 2.33 2.37
H -5.86 1.68 -0.02
H -5.63 0.65 1.41
O 4.09 -4.09 -3.15
S 5.20 -3.24 -3.50
O 5.98 -2.61 -2.46
C 6.28 -4.12 -4.62
C 5.73 -3.80 -6.00
C 5.40 -2.30 -5.98
C 4.64 -2.01 -4.68
H 6.26 -5.18 -4.37
H 7.29 -3.72 -4.48
H 6.44 -4.05 -6.78
H 4.82 -4.37 -6.18
H 6.33 -1.72 -6.00
H 4.82 -2.00 -6.85
H 4.85 -1.02 -4.28
H 3.56 -2.15 -4.80
O -2.92 -5.78 0.01
S -2.89 -4.41 0.46
O -2.70 -4.11 1.85
C -1.68 -3.52 -0.52
C -2.48 -3.00 -1.72
C -3.81 -2.48 -1.14
C -4.34 -3.55 -0.18
H -0.87 -4.19 -0.78
H -1.31 -2.70 0.09
H -1.94 -2.22 -2.25
H -2.67 -3.81 -2.42
H -3.64 -1.55 -0.60
H -4.53 -2.27 -1.92
H -4.88 -3.13 0.66
H -4.95 -4.29 -0.69
```

Atom charges from the Mulliken analysis, given in e for atoms 1 to 5:
1. N -0.764
2. C 1.430
3. N -0.644
4. N -0.663
5. C -0.948

# C23H48CoNO2P3

A structure of composition C23H48CoNO2P3 (ωB97M-V/def2-TZVPD, the OMol25 dataset).

As for the total charge: +3. As for the multiplicity: 5. As for the frontier orbital gap (alpha / beta): 6.8 / 4.4 eV. Its HOMO energy (alpha / beta) is -15.560 / -16.377 eV.

```
78
C23H48CoNO2P3 (ωB97M-V/def2-TZVPD)
Co 0.53 0.31 -0.17
P 0.63 -1.69 -1.01
P 2.63 0.11 0.85
P -1.67 0.53 -0.55
H 1.90 2.50 -0.79
C 0.84 2.34 -0.56
C 0.43 2.19 0.81
H 1.17 2.36 1.60
C 1.28 -1.47 -2.71
C 1.69 -2.98 -0.25
C -0.86 -2.73 -1.20
C 3.45 1.53 1.69
C 2.88 -1.11 2.20
C 3.96 -0.23 -0.39
C -2.53 2.13 -0.27
C -2.86 -0.53 0.35
C -2.03 0.39 -2.36
H 0.13 2.74 -1.29
H -0.59 2.44 1.10
H 1.44 -2.45 -3.17
H 2.23 -0.92 -2.67
H 0.56 -0.90 -3.32
H 1.58 -3.91 -0.83
H 1.35 -3.15 0.77
H 2.75 -2.68 -0.25
H -0.56 -3.70 -1.62
H -1.60 -2.27 -1.85
H -1.30 -2.90 -0.21
H 4.53 1.35 1.72
H 3.07 1.62 2.72
H 3.26 2.47 1.16
H 3.93 -1.43 2.25
H 2.24 -1.99 2.08
H 2.60 -0.63 3.15
H 4.94 -0.04 0.06
H 3.82 0.46 -1.24
H 3.92 -1.26 -0.77
H -3.41 2.17 -0.93
H -1.88 2.98 -0.50
H -2.86 2.19 0.77
H -3.88 -0.34 -0.01
H -2.79 -0.27 1.42
H -2.62 -1.59 0.25
H -3.03 0.80 -2.56
H -1.97 -0.63 -2.74
H -1.28 1.00 -2.88
C -0.64 0.33 -6.12
C -0.06 0.40 -7.40
C 0.04 1.65 -8.00
C -0.47 2.79 -7.35
C -1.18 2.66 -6.15
C -1.35 1.40 -5.58
O -0.43 -0.73 -5.28
H 0.10 -1.42 -5.72
H 0.31 -0.50 -7.87
H 0.51 1.76 -8.97
H -0.32 3.79 -7.78
H -1.62 3.53 -5.64
H -1.96 1.23 -4.70
O -0.49 -1.15 2.28
C -0.53 -1.03 3.52
C 0.14 0.12 4.25
C -0.81 1.01 5.03
C -1.21 0.46 6.41
C -2.05 -0.82 6.33
C -1.30 -2.00 5.73
N -1.22 -1.93 4.27
H 0.92 -0.31 4.90
H 0.64 0.71 3.46
H -0.34 2.00 5.16
H -1.72 1.18 4.45
H -0.31 0.27 7.01
H -1.79 1.23 6.93
H -2.36 -1.11 7.34
H -2.96 -0.61 5.76
H -0.29 -2.05 6.16
H -1.81 -2.93 5.98
H -1.49 -2.74 3.72
```

Atom charges from the Mulliken analysis, given in e for atoms 1 to 5:
1. Co -0.025
2. P 1.110
3. P 0.774
4. P 0.959
5. H 0.414

# C23H48N11O5S3SiTi

A structure of composition C23H48N11O5S3SiTi (ωB97M-V/def2-TZVPD, the OMol25 dataset).

As for the total charge: +1. As for the multiplicity: 3. As for the frontier orbital gap (alpha / beta): 6.6 / 7.6 eV. Its HOMO energy (alpha / beta) is -9.651 / -10.693 eV.

```
92
C23H48N11O5S3SiTi (ωB97M-V/def2-TZVPD)
Ti 1.00 0.04 0.27
N -1.76 -0.96 -1.61
N -1.19 -2.19 -2.04
C 0.01 -2.57 -1.53
N 0.58 -3.68 -2.04
N 0.55 -1.86 -0.58
N 1.80 -2.33 -0.10
O 2.44 -1.24 0.44
O 2.07 -3.48 0.22
H -2.71 -0.94 -1.96
H -1.23 -0.18 -2.01
H -1.36 -2.48 -3.00
H 0.06 -4.25 -2.68
H 1.36 -4.07 -1.54
N -2.79 -0.69 1.06
N -2.71 0.37 2.00
C -1.91 1.42 1.87
N -1.86 2.30 2.88
S -0.99 1.70 0.45
H -2.24 -0.40 0.24
H -3.76 -0.71 0.75
H -3.10 0.15 2.91
H -2.52 2.28 3.65
H -1.33 3.14 2.74
N 0.43 -3.32 6.50
C 0.23 -2.00 6.36
S -0.07 -0.97 7.59
C 0.28 -1.52 4.91
C 0.04 -2.38 3.85
C 0.09 -1.87 2.56
N 0.38 -0.59 2.29
C 0.60 0.23 3.33
C 0.55 -0.19 4.65
H 0.45 -3.69 7.44
H 0.82 -3.88 5.77
H -0.22 -3.42 3.97
H -0.12 -2.51 1.71
H 0.81 1.26 3.09
H 0.72 0.51 5.46
C 5.06 0.04 2.73
C 4.92 1.11 1.65
C 3.51 1.35 1.33
N 2.39 1.47 1.09
H 6.12 -0.16 2.89
H 4.58 -0.89 2.40
H 4.62 0.36 3.67
H 5.40 0.83 0.72
H 5.35 2.07 1.96
C 4.41 4.39 -0.40
C 3.89 3.89 -1.74
C 4.60 2.61 -2.16
C 4.05 4.97 -2.80
O 2.50 3.60 -1.53
Si 1.38 2.88 -2.48
S 1.19 0.83 -2.00
O -0.07 3.58 -2.27
C -0.49 4.95 -2.12
C -1.91 5.00 -2.66
C -0.45 5.32 -0.65
C 0.43 5.88 -2.91
O 1.92 2.99 -4.02
C 1.39 2.70 -5.32
C 1.00 4.01 -5.97
C 0.17 1.78 -5.22
C 2.52 2.01 -6.07
H 5.47 4.62 -0.46
H 4.25 3.63 0.37
H 3.87 5.29 -0.10
H 5.68 2.76 -2.17
H 4.29 2.30 -3.16
H 4.36 1.80 -1.47
H 5.11 5.18 -2.94
H 3.57 5.90 -2.49
H 3.63 4.66 -3.75
H -2.53 4.27 -2.14
H -1.92 4.77 -3.73
H -2.35 5.99 -2.53
H -1.17 4.72 -0.08
H -0.70 6.37 -0.52
H 0.55 5.14 -0.24
H 0.51 5.58 -3.95
H 1.42 5.90 -2.47
H 0.02 6.90 -2.88
H 0.17 4.47 -5.45
H 0.70 3.85 -7.01
H 1.84 4.70 -5.97
H -0.62 2.25 -4.63
H 0.43 0.83 -4.77
H -0.22 1.60 -6.23
H 3.40 2.66 -6.08
H 2.23 1.80 -7.10
H 2.79 1.08 -5.58
```

Atom charges from the Mulliken analysis, given in e for atoms 1 to 5:
1. Ti -0.165
2. N -0.346
3. N -0.298
4. C 0.472
5. N -0.401

# C23H48N13W

A structure of composition C23H48N13W (ωB97M-V/def2-TZVPD, the OMol25 dataset).

As for the total charge: +3. As for the multiplicity: 3. As for the frontier orbital gap (alpha / beta): 7.5 / 8.0 eV. Its HOMO energy (alpha / beta) is -16.333 / -17.230 eV.

```
85
C23H48N13W (ωB97M-V/def2-TZVPD)
W 0.00 0.35 0.35
C 0.62 1.40 4.58
N -0.80 1.44 4.25
C -1.67 1.78 5.39
C -1.27 1.11 3.05
N -0.55 0.22 2.26
C -0.17 -1.07 2.88
C 1.23 -1.49 2.46
N 1.47 -1.22 1.00
C 1.24 -2.41 0.12
C -0.24 -2.67 0.01
N -0.91 -1.39 -0.33
C -2.22 -1.51 -0.74
N -2.77 -0.63 -1.59
C -4.18 -0.24 -1.48
C -2.11 -0.13 -2.79
N -3.00 -2.50 -0.28
C -4.06 -3.10 -1.10
C -2.91 -3.06 1.06
C 2.87 -0.73 0.82
C 2.88 0.77 1.04
N 1.79 1.32 0.22
C 2.07 2.34 -0.64
N 1.58 2.21 -1.89
C 1.27 0.87 -2.35
C 1.14 3.34 -2.72
N 2.79 3.38 -0.28
C 2.87 3.82 1.12
C 3.58 4.19 -1.22
N -2.41 1.62 2.59
C -2.90 2.95 2.97
C -3.29 0.90 1.68
H 0.88 2.33 5.10
H 1.22 1.32 3.68
H 0.84 0.57 5.26
H -1.31 1.23 6.25
H -2.69 1.48 5.18
H -1.63 2.84 5.61
H -0.90 -1.82 2.57
H -0.23 -1.02 3.97
H 1.41 -2.54 2.68
H 1.96 -0.91 3.02
H 1.79 -3.27 0.48
H 1.62 -2.14 -0.86
H -0.62 -3.10 0.94
H -0.42 -3.41 -0.78
H -4.57 -0.50 -0.51
H -4.79 -0.70 -2.26
H -4.23 0.85 -1.61
H -1.24 -0.73 -3.02
H -1.84 0.93 -2.68
H -2.80 -0.21 -3.62
H -3.92 -2.84 -2.15
H -5.05 -2.78 -0.77
H -3.99 -4.18 -1.00
H -2.34 -2.40 1.71
H -2.47 -4.06 1.06
H -3.92 -3.14 1.46
H 3.18 -0.94 -0.20
H 3.55 -1.26 1.49
H 3.85 1.19 0.74
H 2.75 1.01 2.10
H 2.13 0.20 -2.27
H 0.97 0.92 -3.40
H 0.39 0.40 -1.85
H 1.12 4.25 -2.12
H 0.12 3.14 -3.06
H 1.78 3.47 -3.59
H 2.11 3.32 1.71
H 2.69 4.89 1.15
H 3.86 3.62 1.53
H 3.69 3.67 -2.16
H 4.57 4.33 -0.78
H 3.13 5.17 -1.37
H -3.74 2.89 3.66
H -3.24 3.45 2.07
H -2.11 3.55 3.41
H -4.26 0.76 2.15
H -2.86 -0.07 1.43
H -3.42 1.48 0.76
N -0.97 2.06 -0.08
C -1.10 3.25 -0.13
N -1.19 4.48 -0.26
C -1.63 5.26 0.73
N -2.01 5.93 1.58
```

Atom charges from the Mulliken analysis, given in e for atoms 1 to 5:
1. W -1.389
2. C -1.031
3. N 0.110
4. C -1.124
5. C -0.030

# C23H49BiN19O4S

A structure of composition C23H49BiN19O4S (ωB97M-V/def2-TZVPD, the OMol25 dataset).

As for the total charge: -1. As for the multiplicity: 1. As for the frontier orbital gap: 7.5 eV. Its HOMO energy is -5.223 eV.

```
97
C23H49BiN19O4S (ωB97M-V/def2-TZVPD)
Bi 1.15 0.47 -1.23
C -0.32 -4.10 1.95
N -0.93 -3.11 2.83
C -2.31 -3.36 3.18
C -0.52 -1.76 2.57
N -0.96 -0.97 1.68
C -1.90 -1.33 0.64
C -2.78 -0.12 0.31
N -2.02 0.89 -0.42
C -2.39 1.07 -1.81
C -2.62 -0.20 -2.61
N -1.50 -1.13 -2.58
C -1.29 -1.91 -3.57
N -1.89 -1.80 -4.84
C -2.30 -2.99 -5.56
C -1.66 -0.64 -5.67
N -0.52 -3.04 -3.38
C -0.19 -3.43 -2.03
C 0.44 -3.44 -4.40
C -1.86 2.16 0.24
C -1.31 2.00 1.65
N 0.00 2.64 1.77
C 0.25 3.62 2.61
N 1.53 4.17 2.80
C 1.84 5.30 1.91
C 2.67 3.25 2.90
N -0.78 4.02 3.50
C -0.85 5.46 3.70
C -0.66 3.32 4.78
N 0.44 -1.32 3.45
C 1.22 -0.13 3.15
C 1.07 -2.19 4.43
H -0.90 -4.25 1.03
H -0.24 -5.06 2.47
H 0.68 -3.77 1.68
H -2.36 -4.22 3.86
H -2.96 -3.59 2.32
H -2.72 -2.50 3.69
H -2.53 -2.18 0.89
H -1.36 -1.57 -0.28
H -3.20 0.29 1.24
H -3.62 -0.46 -0.30
H -1.60 1.66 -2.29
H -3.33 1.66 -1.90
H -2.93 0.11 -3.60
H -3.49 -0.73 -2.18
H -2.38 -3.83 -4.87
H -1.59 -3.27 -6.36
H -3.27 -2.82 -6.02
H -1.10 0.11 -5.11
H -2.60 -0.21 -6.02
H -1.06 -0.91 -6.55
H -1.05 -3.28 -1.39
H 0.65 -2.85 -1.62
H 0.09 -4.48 -2.03
H 0.36 -2.81 -5.28
H 0.28 -4.49 -4.69
H 1.46 -3.34 -4.02
H -2.82 2.71 0.31
H -1.18 2.76 -0.36
H -1.14 0.94 1.83
H -1.96 2.43 2.40
H 0.97 5.94 1.79
H 2.16 4.95 0.92
H 2.64 5.89 2.36
H 2.40 2.41 3.54
H 3.49 3.80 3.36
H 2.99 2.85 1.94
H -1.04 5.96 2.75
H 0.07 5.87 4.14
H -1.68 5.68 4.37
H -0.62 2.25 4.60
H -1.53 3.55 5.39
H 0.25 3.62 5.33
H 0.83 0.37 2.27
H 2.26 -0.40 2.94
H 1.20 0.56 4.00
H 1.99 -2.64 4.03
H 0.40 -2.98 4.74
H 1.35 -1.59 5.30
O 3.24 3.65 -2.32
S 2.32 3.10 -1.33
O 1.03 2.55 -2.05
O 0.90 2.17 0.98
O 2.89 1.62 -0.92
N 4.19 -1.13 -2.44
C 3.37 -0.56 -3.38
N 3.70 -0.46 -4.65
N 2.62 0.12 -5.24
N 1.70 0.35 -4.38
N 2.14 -0.08 -3.17
C 3.82 -1.53 -1.18
N 4.60 -2.23 -0.38
N 3.82 -2.47 0.70
N 2.65 -1.96 0.55
N 2.60 -1.35 -0.66
H 5.14 -1.30 -2.71
```

Atom charges from the Mulliken analysis, given in e for atoms 1 to 5:
1. Bi 1.790
2. C -0.886
3. N 0.302
4. C -1.070
5. C -0.220